ORCA calculation (wB97M-V/def2-TZVPD) on a molecular structure, C22H28CoN8O2.

```
61
Properties=species:S:1:pos:R:3:lowdin_spin:R:1
Co -0.180 -0.062 -0.094 2.770
C -3.007 -0.853 -0.714 0.003
N -2.378 -0.248 0.480 0.035
C -3.058 1.047 0.721 0.001
C -2.340 2.047 1.619 0.000
C -1.137 2.726 0.975 0.003
N 0.015 1.837 0.836 0.041
C 1.105 2.208 1.400 -0.001
C 2.389 1.552 1.358 0.002
C 3.401 2.062 2.195 -0.001
C 4.670 1.546 2.192 0.002
C 4.961 0.499 1.306 -0.001
C 4.002 -0.009 0.462 0.004
C 2.682 0.492 0.460 0.006
O 1.798 -0.020 -0.347 0.087
C -2.601 -1.218 1.578 0.002
C -1.938 -0.985 2.936 0.004
C -0.422 -0.721 2.905 0.009
N 0.134 -1.215 1.658 0.107
C 1.008 -2.132 1.674 0.001
C 1.542 -2.775 0.474 0.147
C 2.591 -3.655 0.628 -0.008
C 3.083 -4.395 -0.445 0.232
C 2.487 -4.299 -1.721 -0.004
C 1.431 -3.465 -1.917 0.147
C 0.931 -2.637 -0.846 0.081
O -0.005 -1.841 -1.087 0.276
H -4.072 -1.045 -0.537 0.001
H -2.514 -1.793 -0.956 0.000
H -2.912 -0.181 -1.565 0.000
H -4.064 0.847 1.114 0.001
H -3.186 1.521 -0.254 0.000
H -2.048 1.610 2.575 0.000
H -3.065 2.829 1.851 0.000
H -0.863 3.608 1.562 0.001
H -1.421 3.073 -0.022 0.000
H 1.086 3.135 1.984 0.002
H 3.158 2.888 2.857 0.000
H 5.432 1.947 2.844 0.000
H 5.965 0.090 1.279 0.000
H 4.230 -0.806 -0.237 0.000
H -2.263 -2.182 1.198 0.000
H -3.681 -1.305 1.745 0.001
H -2.126 -1.898 3.504 0.000
H -2.434 -0.186 3.485 0.000
H 0.067 -1.179 3.767 0.001
H -0.230 0.350 2.943 0.003
H 1.390 -2.505 2.628 0.000
H 3.037 -3.766 1.610 -0.004
H 3.918 -5.067 -0.294 0.012
H 2.870 -4.892 -2.540 -0.004
H 0.952 -3.367 -2.882 0.005
N -1.475 3.209 -4.313 0.001
N -0.948 2.148 -3.612 0.003
N 0.034 1.422 -4.088 0.001
C 0.276 0.617 -3.059 0.003
N -0.543 0.868 -2.035 0.025
N -1.327 1.867 -2.407 0.002
H -1.369 3.019 -5.301 0.000
H -2.435 3.347 -4.032 0.000
H 1.053 -0.128 -3.041 0.000
```

- Strongest force on any atom: 0.014 hartree/bohr
- ⟨S²⟩: 6.05
- DFT total energy: -2826.19406 Eh
- Net charge: +1
- E_HOMO (spin up / spin down): -10.10 / -10.04 eV
- Spin multiplicity: 5